Molecular formula: CH5N2O2
Method: DFT, ωB97M-V/def2-TZVPD

Summary:
ΔE to the lowest compared entry with this formula, charge and spin: 0.5839 eV
HOMO: -14.9813 eV

```
! wB97M-V def2-TZVPD RIJCOSX def2/J DEFGRID3
* xyz 1 1
C 3.794 0.234 0.085
N 2.945 1.051 -0.280
N -0.463 0.815 -0.437
O -1.121 0.121 0.605
O 4.395 -0.726 0.181
H 3.345 1.924 -0.382
H -0.493 -0.589 0.867
H -1.004 1.669 -0.331
H 0.518 0.773 -0.328
H -0.605 0.287 -1.406
*
```

These are the Mulliken partial charges, in e, on atoms 1 to 8: 0.5850 -0.5557 -0.0662 -0.3358 -0.2498 0.2118 0.3721 0.3598